Entry 1:
Here is an isolated ion of composition C5H11N2O and charge +2 at a distorted geometry from the OMol25 dataset. Energies are from wB97M-V/def2-TZVPD.

```
19
Properties=species:S:1:pos:R:3:lowdin_charge:R:1
O -0.80852 1.67513 0.61295 0.195
C -0.19979 1.38786 1.58734 -0.067
C 0.42983 -0.08842 1.70147 -0.236
C 0.62137 -0.70225 0.29958 -0.127
C -0.51511 -0.68892 -0.66054 -0.054
C -0.23671 -0.24801 -1.89697 -0.052
N -1.33266 0.01690 -2.84517 0.223
N 1.70891 0.15812 2.29223 0.257
H -0.08167 2.13402 2.37152 0.168
H -0.15118 -0.72333 2.40713 0.210
H 1.56404 -0.31324 -0.08041 0.142
H 0.71325 -1.79113 0.51771 0.159
H -1.50474 -0.99812 -0.36767 0.145
H 0.70124 0.19280 -2.19854 0.144
H -1.96880 0.73092 -2.47611 0.187
H -1.03159 0.18890 -3.80257 0.186
H -1.96298 -0.79237 -2.92266 0.188
H 1.77453 0.54923 3.23507 0.166
H 2.28059 -0.68807 2.22564 0.165
```

## Properties
Net charge = +2
Molar mass = 115.16 u
Orbital gap (alpha / beta) = 10.66 / 5.64 eV
E = -381.107745 hartree
F_max = 2.45 eV/A
Energy relative to the best compared isomer or geometry (same formula, charge and spin) = 1.649 eV
Spin multiplicity = 2
⟨S²⟩ = 0.757
E_HOMO (alpha / beta) = -18.3 / -17.9 eV


Entry 2:
Here is a 2-piece molecular cluster, C5H11N2O2S overall at a distorted geometry from the OMol25 dataset. Energies are from wB97M-V/def2-TZVPD.

```
21
Properties=species:S:1:pos:R:3:lowdin_charge:R:1
C -0.58151 0.50449 2.05307 0.017
C 1.63973 1.96897 -1.94887 0.172
C -0.34072 -0.50620 1.28979 -0.284
C 2.14683 -0.89300 0.03195 -0.005
C -2.85497 -0.43926 0.04426 -0.114
N 1.83603 1.09329 -1.12312 0.039
N 1.74955 0.46827 -0.16740 0.111
O -1.07370 -2.12784 -0.66113 -0.284
O -0.51647 0.15882 -1.22392 -0.331
S -1.15898 -0.76244 -0.30119 0.610
H 0.06194 0.64612 2.87203 0.072
H -1.28763 1.28008 1.66128 0.109
H 0.69820 2.03339 -2.43629 0.119
H 2.29458 2.73422 -2.17665 0.106
H 0.41590 -1.32331 1.54047 0.110
H 1.15075 -1.35550 -0.21450 0.072
H 2.47492 -1.14536 1.09930 0.145
H 2.86132 -1.13292 -0.73639 0.106
H -3.44056 -1.00443 -0.71250 0.107
H -3.05027 -0.73143 1.11556 0.113
H -3.02494 0.53400 -0.00575 0.009
```

## Properties
Net charge = +1
Molar mass = 163.22 u
Orbital gap = 9.56 eV
E = -854.841181 hartree
F_max = 4.56 eV/A
Energy relative to the best compared isomer or geometry (same formula, charge and spin) = 5.179 eV
E_HOMO = -14.4 eV


Entry 3:
Here is an isolated ion of composition C5H11N2O2S and charge +1 at a distorted geometry from the OMol25 dataset. Energies are from wB97M-V/def2-TZVPD.

```
21
Properties=species:S:1:pos:R:3:lowdin_charge:R:1
C -2.48575 0.47814 -0.15313 -0.683
C -0.49538 0.50557 1.30839 -0.055
C 0.75880 -0.25003 0.49296 -0.138
C 2.01163 0.00594 -0.06590 -0.318
C 2.81592 -1.05289 -0.74794 -0.010
N -1.44589 1.08002 0.39484 0.038
N -3.38590 1.17777 -0.83646 0.144
O 0.28409 -1.57092 0.38900 -0.087
O 2.49075 1.27181 0.02424 0.053
S -2.76871 -1.22717 -0.02746 0.985
H -0.93270 -0.27735 1.91923 0.115
H -0.06637 1.29428 1.91922 0.129
H -1.48968 -1.56504 0.22785 -0.109
H 3.64450 -0.59053 -1.28134 0.095
H 2.21990 -1.59949 -1.47781 0.098
H 3.23695 -1.75984 -0.03037 0.104
H -1.29204 2.05586 0.16894 0.172
H -3.33960 2.18319 -0.91621 0.137
H -4.17807 0.71017 -1.24773 0.119
H 1.00454 -2.18050 0.19933 0.097
H 3.41299 1.31100 -0.25965 0.116
```

## Properties
Net charge = +1
Molar mass = 163.22 u
Orbital gap = 8.47 eV
E = -855.031065 hartree
F_max = 4.12 eV/A
Energy relative to the best compared isomer or geometry (same formula, charge and spin) = 0.012 eV
E_HOMO = -11.5 eV


Entry 4:
Here is an isolated ion of composition C5H11N2O5S and charge -1 at a distorted geometry from the OMol25 dataset. Energies are from wB97M-V/def2-TZVPD.

```
24
Properties=species:S:1:pos:R:3:lowdin_charge:R:1
C 0.72675 1.85688 -0.27549 0.022
N -0.19773 0.70254 0.28583 -0.254
C -0.04621 0.42942 1.74249 -0.052
C -1.70096 0.98003 0.04730 -0.025
C 0.40778 -0.61645 -0.46564 -0.346
N 0.08561 -0.52562 -1.85818 0.057
C 1.94559 -0.75663 -0.18696 -0.685
O 2.45981 -0.29531 0.89511 -0.101
O 2.51227 -1.28014 -1.10353 0.037
S -0.63570 -2.13975 0.05355 0.450
O -2.00511 -1.66332 -0.10473 -0.368
O -0.27371 -3.13042 -0.92824 -0.326
O -0.31141 -2.43208 1.44736 -0.351
H 0.57550 1.70585 -1.43137 0.133
H 0.51105 2.82037 0.10944 0.062
H 1.66054 1.70609 0.17534 0.058
H -0.96784 -0.19509 1.98668 0.101
H 0.95902 -0.08499 1.90072 0.094
H 0.04191 1.39693 2.24339 0.090
H -1.79734 2.14398 0.24872 0.124
H -1.92061 0.85272 -0.97439 0.058
H -2.28598 0.37380 0.73316 0.068
H -0.63006 -1.21387 -2.08767 0.071
H 0.88683 -0.63495 -2.45291 0.081
```

## Properties
Net charge = -1
Molar mass = 211.22 u
Orbital gap = 8.33 eV
E = -1081.040191 hartree
F_max = 3.81 eV/A
Energy relative to the best compared isomer or geometry (same formula, charge and spin) = 0.000 eV
E_HOMO = -5.2 eV
Structure (SMILES) = C[N+](C)(C)[C@@](N)(C(=O)[O-])S(=O)(=O)[O-]


Entry 5:
Here is an isolated ion of composition C5H11N2OS and charge +1 at a distorted geometry from the OMol25 dataset. Energies are from wB97M-V/def2-TZVPD.

```
20
Properties=species:S:1:pos:R:3:lowdin_charge:R:1
C -1.67782 1.12609 -0.59899 0.066
N -0.70403 0.17453 0.04611 -0.200
C -1.28750 -1.19153 0.35810 -0.175
C -0.10257 -1.90441 0.97476 -0.453
S 1.14018 -2.05921 -0.38634 0.878
C 0.52925 0.06478 -0.72012 -0.214
C 1.48926 0.88946 0.02988 -0.502
N 2.74333 1.20443 -0.43841 0.198
O 1.09653 1.19913 1.17079 0.050
H -2.07301 1.55317 0.26473 0.092
H -1.20166 1.91584 -1.19349 0.118
H -2.31558 0.41654 -1.22078 0.140
H -0.38790 0.41236 0.97158 0.108
H -1.73795 -1.55703 -0.49111 0.091
H -2.21562 -1.26631 1.10462 0.194
H 0.51551 -1.37628 1.79987 0.124
H -0.43886 -2.82403 1.30934 0.059
H 0.28097 0.10655 -1.83833 0.164
H 3.01471 1.40298 -1.38222 0.117
H 3.33277 1.71293 0.24000 0.143
```

## Properties
Net charge = +1
Molar mass = 147.22 u
Orbital gap = 8.67 eV
E = -779.746608 hartree
F_max = 4.08 eV/A
Energy relative to the best compared isomer or geometry (same formula, charge and spin) = 1.831 eV
E_HOMO = -13.3 eV
Structure (SMILES) = C[N@H+]1CCS[C@@H]1C(N)=O


Entry 6:
Here is an isolated ion of composition C5H11N2S and charge +1 at a distorted geometry from the OMol25 dataset. Energies are from wB97M-V/def2-TZVPD.

```
19
Properties=species:S:1:pos:R:3:lowdin_charge:R:1
C -0.12217 -0.62493 1.70145 -0.585
C -0.72110 0.67034 1.85876 -0.230
C 0.08018 1.25665 -0.49715 -0.134
C 1.70889 -0.58375 -0.84205 -0.086
C -0.68085 -1.00576 -1.21506 -0.115
N -0.98310 1.42545 0.58180 -0.051
N 0.32949 -0.18201 -0.74732 -0.332
S 0.43347 -1.97146 1.95081 1.107
H -1.67665 0.34930 2.56859 0.210
H -0.01604 1.42654 2.46306 0.192
H -0.35875 1.69059 -1.40059 0.132
H 1.03734 1.73705 -0.15366 0.142
H 2.31706 0.11662 -0.26251 0.086
H 1.88289 -1.63916 -0.44299 0.087
H 1.96091 -0.43336 -1.92459 0.119
H -0.33940 -1.87894 -1.77440 0.102
H -1.39396 -1.28523 -0.36557 0.087
H -1.44576 -0.40947 -1.87587 0.132
H -2.01244 1.34154 0.37729 0.136
```

## Properties
Net charge = +1
Molar mass = 131.22 u
Orbital gap (alpha / beta) = 7.16 / 7.16 eV
E = -704.427562 hartree
F_max = 4.35 eV/A
Energy relative to the best compared isomer or geometry (same formula, charge and spin) = 4.436 eV
E_HOMO (alpha / beta) = -12.6 / -12.6 eV


Entry 7:
Here is a 2-piece molecular cluster, C5H11N2S overall at a distorted geometry from the OMol25 dataset. Energies are from wB97M-V/def2-TZVPD.

```
19
Properties=species:S:1:pos:R:3:lowdin_charge:R:1
C -0.44968 -1.65080 -1.48922 -0.096
C -0.69344 -2.56910 -0.37200 -0.290
C -1.27010 -0.10029 -0.11635 -0.583
C -1.79278 1.23489 0.18003 -0.018
C 2.00408 1.80894 0.52127 -0.170
N -0.71871 -0.40973 -1.29694 0.084
N 1.58518 0.48829 0.91772 -0.055
S -1.63277 -1.48065 0.83531 1.124
H -0.07744 -1.93855 -2.46923 0.151
H -1.40756 -3.28537 -0.64088 0.078
H 0.16707 -2.98586 0.24284 0.143
H -1.13152 1.85133 -0.34072 0.076
H -1.79569 1.23399 1.29348 0.120
H -2.76396 1.23679 -0.22336 0.101
H 2.67892 2.23476 1.23541 0.078
H 2.47419 1.72106 -0.44656 0.075
H 1.10666 2.41362 0.35524 0.059
H 2.06351 0.22387 1.75986 0.074
H 1.65402 -0.02719 0.05409 0.049
```

## Properties
Net charge = +1
Molar mass = 131.22 u
Orbital gap = 6.62 eV
E = -704.491057 hartree
F_max = 3.39 eV/A
Energy relative to the best compared isomer or geometry (same formula, charge and spin) = 2.708 eV
E_HOMO = -12.6 eV


Entry 8:
Here is an isolated ion of composition C5H11N2S and charge +1 at a distorted geometry from the OMol25 dataset. Energies are from wB97M-V/def2-TZVPD.

```
19
Properties=species:S:1:pos:R:3:lowdin_charge:R:1
C 0.01528 -0.49400 -0.42543 -0.330
C 1.30325 -0.04522 -1.09075 -0.380
C 2.76906 -0.59150 0.96630 -0.182
C -0.95017 0.38123 0.12044 -0.352
C -0.66974 1.80147 0.11535 -0.082
N -0.20788 -1.90394 -0.54606 0.111
N -2.08975 -0.03891 0.77872 0.152
S 2.38414 0.76701 0.12009 1.124
H 1.82793 -0.81040 -1.46901 0.031
H 1.21368 0.72327 -2.00678 0.164
H 2.84830 -1.50007 0.41276 0.048
H 2.97282 -0.44910 1.98954 0.035
H 0.32437 1.89889 -0.41628 0.027
H -0.50224 2.21597 1.15525 0.110
H -1.44279 2.57019 -0.36284 0.146
H 0.55158 -2.33678 -1.06004 0.088
H -2.01246 -0.96405 1.18917 0.110
H -2.61219 0.68532 1.13918 0.075
H -1.12673 -2.29846 -0.31895 0.107
```

## Properties
Net charge = +1
Molar mass = 131.22 u
Orbital gap (alpha / beta) = 4.67 / 4.67 eV
E = -704.441462 hartree
F_max = 5.39 eV/A
Energy relative to the best compared isomer or geometry (same formula, charge and spin) = 4.057 eV
E_HOMO (alpha / beta) = -10.9 / -10.9 eV


Entry 9:
Here is one molecule with the formula C5H11N3 at a distorted geometry from the OMol25 dataset. Energies are from wB97M-V/def2-TZVPD.

```
19
Properties=species:S:1:pos:R:3:lowdin_charge:R:1
C -1.15209 2.09339 -0.04807 -0.003
C -1.80410 0.91912 0.05494 -0.135
N -1.28467 -0.45336 -0.03820 -0.193
N -2.24227 -1.41688 0.34511 0.045
C 0.03171 -0.73884 -0.21005 -0.243
N 0.87169 0.14777 -0.46694 0.026
C 2.23128 -0.41828 -0.52310 -0.296
C 2.95286 0.21791 0.69957 -0.106
H -1.85559 2.92074 0.13139 0.050
H -0.10794 2.25626 -0.24158 0.027
H -2.92169 0.84684 0.23420 0.114
H -2.80537 -1.76739 -0.44396 0.095
H -1.63854 -2.17526 0.64603 0.068
H 0.17207 -1.83513 -0.07454 0.136
H 2.27620 -1.55350 -0.49784 0.104
H 2.77226 -0.12895 -1.47996 0.112
H 3.91560 -0.23505 0.98932 0.067
H 2.26416 -0.01963 1.50439 0.056
H 2.95762 1.30866 0.51306 0.076
```

## Properties
Molar mass = 113.16 u
Orbital gap = 8.96 eV
E = -361.286417 hartree
F_max = 3.77 eV/A
Energy relative to the best compared isomer or geometry (same formula, charge and spin) = 2.802 eV
E_HOMO = -8.0 eV
Structure (SMILES) = C=CN(N)/C=N/CC


Entry 10:
Here is an isolated ion of composition C5H11N3 and charge +2 at a distorted geometry from the OMol25 dataset. Energies are from wB97M-V/def2-TZVPD.

```
19
Properties=species:S:1:pos:R:3:lowdin_charge:R:1
N 1.92740 0.49931 -2.29999 0.233
C 0.73007 0.71490 -1.42274 -0.098
C 0.84401 0.25376 0.12867 -0.071
C -0.47489 -0.16327 0.70366 -0.228
C -1.21379 0.61488 1.67236 0.052
N -2.16429 -0.23286 2.19561 0.143
C -2.00425 -1.47636 1.52602 0.062
N -0.91430 -1.43934 0.69376 0.176
H 1.89816 0.87017 -3.22639 0.175
H 2.65655 1.09321 -1.99012 0.165
H 2.14870 -0.47493 -2.40506 0.179
H -0.07120 0.28433 -1.96596 0.119
H 0.35077 1.70338 -1.40607 0.125
H 1.66887 -0.38274 0.14526 0.086
H 1.40566 1.14964 0.73057 0.193
H -1.02910 1.63327 2.01040 0.153
H -2.71302 -0.12416 3.09309 0.224
H -2.55543 -2.30948 1.59662 0.119
H -0.48990 -2.21369 0.22028 0.192
```

## Properties
Net charge = +2
Molar mass = 113.16 u
Orbital gap = 10.31 eV
E = -360.732810 hartree
F_max = 4.87 eV/A
Energy relative to the best compared isomer or geometry (same formula, charge and spin) = 1.903 eV
E_HOMO = -17.3 eV
Structure (SMILES) = [NH3+]CCc1c[nH]c[nH+]1


Entry 11:
Here is one molecule with the formula C5H11N3O at a distorted geometry from the OMol25 dataset. Energies are from wB97M-V/def2-TZVPD.

```
20
Properties=species:S:1:pos:R:3:lowdin_charge:R:1
H -0.24642 -2.05146 1.70382 0.040
N 0.57956 -2.04743 1.11239 0.116
C 0.59244 -1.11226 0.24555 -0.384
C 1.75981 -1.01750 -0.70498 -0.054
N -0.81729 -0.58181 -0.44934 -0.011
C -2.08619 -1.28398 -0.46004 -0.049
C -0.69884 0.70514 -0.12604 -0.490
O -1.69623 1.58060 -0.35205 0.124
N 0.38313 0.92560 0.57832 0.000
C 1.04413 2.21168 0.63247 -0.108
H 1.57024 -0.32107 -1.52140 0.073
H 1.97952 -2.00874 -1.10599 0.077
H 2.63652 -0.67564 -0.15023 0.079
H -2.23782 -1.80908 0.48922 0.077
H -2.08132 -2.04793 -1.24194 0.085
H -2.93044 -0.60477 -0.60619 0.087
H -1.44405 2.45696 -0.03256 0.110
H 1.40846 2.54329 -0.34683 0.082
H 1.90014 2.14547 1.30586 0.077
H 0.38464 2.99294 1.02995 0.068
```

## Properties
Molar mass = 129.16 u
Orbital gap = 9.37 eV
E = -436.555052 hartree
F_max = 3.08 eV/A
Energy relative to the best compared isomer or geometry (same formula, charge and spin) = 2.503 eV
E_HOMO = -8.8 eV
Structure (SMILES) = [H]/N=C(/C)N(C)/C(O)=N/C


Entry 12:
Here is C5H11N3O as an isolated structure at a distorted geometry from the OMol25 dataset. Energies are from wB97M-V/def2-TZVPD.

```
20
Properties=species:S:1:pos:R:3:lowdin_charge:R:1
C -0.20351 -2.02881 0.39718 -0.036
C 1.97906 0.65703 -0.13070 -0.046
N -0.50975 1.22222 -0.98950 -0.056
C -0.92525 -0.04362 -0.94746 -0.421
C 0.60502 0.60915 0.47742 -0.398
N -1.68206 -0.62501 -1.90698 0.208
C 0.38597 1.05727 1.75956 -0.027
O -1.25112 2.23987 -0.39549 -0.078
N -0.23333 -0.64055 0.02238 -0.007
H -1.05045 2.11811 0.57813 0.064
H -2.23126 0.02374 -2.45075 0.117
H -2.04009 -1.55142 -1.74107 0.099
H -1.20932 -2.45761 0.38006 0.086
H 0.43214 -2.61302 -0.27707 0.091
H 0.17922 -2.08895 1.41541 0.093
H 2.49255 -0.29518 0.01190 0.077
H 2.57022 1.45531 0.31495 0.081
H 1.94898 0.87823 -1.19748 0.075
H -0.48863 0.74371 2.31247 0.039
H 1.23162 1.33955 2.36705 0.040
```

## Properties
Molar mass = 129.16 u
Orbital gap = 7.85 eV
E = -436.457678 hartree
F_max = 1.96 eV/A
Energy relative to the best compared isomer or geometry (same formula, charge and spin) = 5.153 eV
E_HOMO = -7.3 eV


Entry 13:
Here is a 2-piece molecular cluster, C5H11N3O overall at a distorted geometry from the OMol25 dataset. Energies are from wB97M-V/def2-TZVPD.

```
20
Properties=species:S:1:pos:R:3:lowdin_charge:R:1
H -1.05639 1.86000 -0.91013 0.053
N -0.91826 1.14699 -1.61736 0.131
C 0.02032 0.34358 -1.39752 -0.491
C 1.47701 0.61761 -1.17255 -0.032
O -0.31808 -1.03359 -1.54775 -0.129
N 0.71177 -1.94501 -1.92094 0.028
H 2.01475 0.55858 -2.11824 0.085
H 1.91987 -0.15800 -0.55060 0.060
H 1.57798 1.57275 -0.66354 0.088
H 1.00677 -1.78981 -2.88379 0.084
H 0.25421 -2.85513 -1.92417 0.087
C 1.08746 -0.41178 2.46511 -0.005
C 0.00895 -0.06515 1.81962 -0.194
N -0.82780 0.71989 1.38384 0.015
C -2.25767 0.61026 1.41850 -0.109
H 1.37484 0.09685 3.36878 0.054
H 1.79184 -1.10412 2.03983 0.042
H -2.61094 -0.22943 2.02506 0.083
H -2.67586 1.53956 1.80830 0.080
H -2.58078 0.52596 0.37754 0.070
```

## Properties
Molar mass = 129.16 u
Orbital gap = 9.54 eV
E = -436.458703 hartree
F_max = 2.52 eV/A
Energy relative to the best compared isomer or geometry (same formula, charge and spin) = 5.125 eV
E_HOMO = -8.7 eV
Structure (SMILES) = [H]/N=C(\C)ON.C=C=NC